Entry 1:
This record from OMol25 describes C17H16F20InO4S2 as an isolated structure in a non-equilibrium geometry. The level of theory is the ωB97M-V functional and the def2-TZVPD basis.

Calculated values
Relative energy (zero: lowest compared OMol25 entry of this formula, charge and spin) ... 0.0 kcal/mol
Kohn-Sham gap ... 3.54 eV
Charge ... +3
E_HOMO ... -0.7260 Ha

Last column: Mulliken charge in e.
Positions of all 60 atoms, in Å:
C 4.938 0.867 1.636  -1.352
C 3.995 0.052 0.748  -0.697
C 2.992 1.052 0.084  0.175
C 3.705 2.126 -0.695  -2.008
C 1.913 0.190 -0.843  2.420
C 0.713 1.348 -0.943  -2.655
C -0.698 1.119 -0.468  -1.138
C -1.170 1.523 0.937  1.054
F -0.129 2.010 1.765  -0.451
F -1.588 0.440 1.623  -0.288
C -2.264 2.670 0.944  0.667
F -1.814 3.601 1.822  -0.295
F -2.297 3.276 -0.246  -0.258
C -3.692 2.316 1.524  0.469
F -4.347 3.465 1.589  -0.235
F -3.422 1.912 2.792  -0.285
C -4.657 1.204 0.963  0.521
F -4.143 0.003 1.250  -0.198
F -5.761 1.355 1.684  -0.246
S -5.157 1.233 -0.885  1.427
F -3.555 1.075 -1.157  -0.377
F -5.003 2.793 -0.859  -0.289
F -6.667 1.340 -0.592  -0.266
F -5.260 -0.337 -0.897  -0.290
F -5.363 1.272 -2.415  -0.283
C 2.434 0.000 -2.248  -1.683
O 3.094 -1.265 -2.328  -0.257
C 2.912 -1.915 -1.207  -0.108
O 3.523 -2.799 -0.763  -0.233
C 1.668 -1.220 -0.499  -0.785
S 0.311 -2.211 -1.374  1.135
O 0.885 -3.451 -1.742  -0.502
O -0.215 -1.368 -2.399  -0.517
C -1.014 -2.631 -0.030  0.522
F -2.052 -1.867 -0.252  -0.124
F -0.493 -2.341 1.160  -0.273
C -1.409 -4.183 -0.091  0.677
F -2.571 -4.206 0.555  -0.211
F -1.604 -4.545 -1.345  -0.223
C -0.395 -5.121 0.676  0.696
F -0.491 -6.314 0.181  -0.198
F -0.718 -5.113 1.950  -0.217
F 0.847 -4.650 0.556  -0.195
H 5.741 1.273 1.037  0.411
H 5.374 0.140 2.320  0.407
H 4.457 1.655 2.201  0.383
H 3.514 -0.734 1.320  0.364
H 4.581 -0.434 -0.026  0.495
H 2.468 1.561 0.884  0.623
H 4.106 2.849 0.005  0.519
H 3.026 2.700 -1.319  0.465
H 4.496 1.732 -1.322  0.573
H 0.686 1.550 -2.008  0.801
H 1.061 2.274 -0.506  0.694
H -1.064 0.125 -0.639  0.319
H -1.282 1.705 -1.174  0.905
H 1.621 -0.072 -2.992  0.635
H 3.095 0.763 -2.644  0.584
H 1.716 -1.423 0.567  1.202
In 0.421 1.631 4.134  0.991



Entry 2:
This record from OMol25 describes C17H16IN3O4SZn as an isolated structure in a non-equilibrium geometry. The level of theory is the ωB97M-V functional and the def2-TZVPD basis.

Calculated values
Relative energy (zero: lowest compared OMol25 entry of this formula, charge and spin) ... 0.0 kcal/mol
Kohn-Sham gap ... 7.87 eV
Charge ... 0
E_HOMO ... -0.3055 Ha

Last column: Mulliken charge in e.
Positions of all 43 atoms, in Å:
Zn 7.601 12.181 5.080  0.328
I 9.307 10.828 3.396  -0.003
C 9.387 9.562 5.034  -0.230
C 10.481 8.688 5.372  -0.350
C 10.393 7.851 6.468  -0.564
C 9.169 7.649 7.102  -0.806
C 8.051 8.389 6.713  0.567
C 6.747 8.045 7.106  -0.754
C 5.672 8.909 6.789  -0.529
C 5.853 10.007 5.961  -1.293
C 7.139 10.337 5.602  0.082
C 8.235 9.518 5.825  1.517
H 11.312 8.660 4.658  0.357
H 11.251 7.256 6.754  0.380
H 9.114 6.868 7.788  0.454
H 6.696 7.103 7.656  0.373
H 4.660 8.777 7.239  0.321
H 5.012 10.516 5.627  0.543
N 8.627 13.073 6.580  -0.478
C 8.423 14.475 6.806  0.495
C 9.387 15.417 6.389  -0.322
C 9.015 16.735 6.280  -0.760
C 7.639 17.008 6.506  -0.048
C 6.862 16.217 7.300  -0.790
C 7.283 14.893 7.441  -0.039
S 6.909 18.406 5.660  1.330
O 5.569 18.558 6.179  -0.678
O 6.842 17.805 4.294  -0.850
O 8.003 19.404 5.728  -0.681
H 9.596 12.821 6.442  0.364
H 8.283 12.501 7.389  0.371
H 10.463 15.185 6.137  0.273
H 9.685 17.651 5.929  0.288
H 5.859 16.607 7.656  0.393
H 6.619 14.231 7.974  0.350
N 5.553 15.245 4.108  -0.215
C 6.669 14.620 3.970  0.693
N 7.753 15.358 3.682  -0.227
O 6.592 13.314 3.978  -0.846
H 5.652 16.289 4.012  0.294
H 4.666 14.770 4.148  0.203
H 7.757 16.359 3.958  0.246
H 8.650 14.815 3.523  0.239



Entry 3:
This record from OMol25 describes a 2-piece molecular cluster, C17H16N2O4S2 overall in a non-equilibrium geometry. The level of theory is the ωB97M-V functional and the def2-TZVPD basis.

Calculated values
Relative energy (zero: lowest compared OMol25 entry of this formula, charge and spin) ... 178.7 kcal/mol
Kohn-Sham gap ... 4.70 eV
Charge ... 0
E_HOMO ... -0.2478 Ha

Last column: Mulliken charge in e.
Positions of all 41 atoms, in Å:
O -2.973 2.581 1.999  -0.574
N -3.400 1.416 2.174  1.064
O -4.620 1.135 2.268  -0.649
C -2.455 0.352 2.261  -0.147
C -2.936 -0.966 2.352  -0.613
C -2.023 -2.021 2.256  -0.520
C -0.657 -1.781 2.116  -0.688
C -0.150 -0.444 2.069  0.829
C 1.250 -0.227 1.879  -1.415
N 1.778 1.005 1.630  1.074
O 3.044 1.131 1.515  -0.787
O 1.024 2.013 1.475  -0.708
C -1.075 0.619 2.158  -0.221
H -4.007 -1.122 2.474  0.482
H -2.392 -3.047 2.291  0.397
H 0.073 -2.587 2.006  0.436
H 1.956 -1.060 1.902  0.462
H -0.684 1.626 2.073  0.735
C -2.521 2.337 -1.548  -0.372
C -1.265 2.928 -1.721  -0.818
C -0.114 2.146 -1.732  -0.458
C -0.196 0.750 -1.548  0.268
C 1.028 -0.054 -1.412  0.998
S 0.862 -1.701 -1.010  0.100
C 2.448 -2.554 -1.277  -0.680
C 3.430 -1.862 -2.191  -0.700
C 3.840 -0.507 -1.655  -0.643
S 2.523 0.737 -1.635  0.028
C -1.470 0.155 -1.448  -0.364
C -2.615 0.946 -1.410  -0.735
H -3.422 2.950 -1.516  0.402
H -1.178 4.008 -1.841  0.381
H 0.864 2.615 -1.858  0.330
H 2.863 -2.710 -0.273  0.338
H 2.149 -3.521 -1.710  0.437
H 4.327 -2.484 -2.267  0.362
H 3.012 -1.755 -3.193  0.304
H 4.261 -0.550 -0.642  0.383
H 4.566 -0.043 -2.339  0.448
H -1.555 -0.934 -1.398  0.415
H -3.590 0.478 -1.275  0.419



Entry 4:
This record from OMol25 describes an isolated ion of composition C17H16N3 and charge +1 in a non-equilibrium geometry. The level of theory is the ωB97M-V functional and the def2-TZVPD basis.

Calculated values
SMILES ... CC(C)(c1ccccc1)[C@H]([N+]#N)c1ccc(C#N)cc1
Relative energy (zero: lowest compared OMol25 entry of this formula, charge and spin) ... 92.4 kcal/mol
Kohn-Sham gap ... 7.24 eV
Charge ... +1
E_HOMO ... -0.4682 Ha

Last column: Mulliken charge in e.
Positions of all 36 atoms, in Å:
C -3.032 5.315 1.133  -1.601
C -1.487 4.975 1.290  2.100
C -1.022 5.109 2.710  -1.514
C -0.677 5.847 0.268  0.199
C 0.613 6.287 0.548  -0.336
C 1.336 7.004 -0.413  -0.836
C 0.814 7.204 -1.695  -0.470
C -0.477 6.747 -1.988  -0.825
C -1.214 6.060 -1.013  -0.394
C -1.341 3.430 0.903  -0.535
N -2.278 2.519 1.582  0.650
N -3.073 1.820 2.050  -0.384
C -0.036 2.518 0.669  0.632
C 0.633 2.559 -0.563  -0.336
C 1.837 1.885 -0.685  -0.685
C 2.345 1.137 0.379  0.420
C 3.661 0.555 0.337  -0.110
N 4.740 0.106 0.343  -0.431
C 1.585 0.951 1.527  -0.720
C 0.351 1.598 1.666  -0.540
H -3.280 6.295 0.687  0.398
H -3.557 4.580 0.516  0.459
H -3.516 5.280 2.120  0.350
H -0.376 5.948 2.930  0.369
H -1.875 5.141 3.386  0.323
H -0.461 4.201 2.945  0.414
H 1.057 6.131 1.522  0.356
H 2.329 7.384 -0.160  0.398
H 1.368 7.776 -2.436  0.415
H -0.914 6.903 -2.981  0.392
H -2.232 5.745 -1.255  0.327
H -1.719 3.633 -0.093  0.783
H 0.189 3.125 -1.371  0.434
H 2.385 1.940 -1.598  0.508
H 1.912 0.290 2.318  0.458
H -0.279 1.426 2.554  0.329



Entry 5:
This record from OMol25 describes C17H16N7O4RuS5 as an isolated structure. The level of theory is the ωB97M-V functional and the def2-TZVPD basis.

Calculated values
Relative energy (zero: lowest compared OMol25 entry of this formula, charge and spin) ... 16.5 kcal/mol
Kohn-Sham gap (spin up / spin down) ... 7.75 / 5.55 eV
Charge ... 0
E_HOMO (spin up / spin down) ... -0.2905 / -0.2927 Ha
Multiplicity ... 6

Last column: Mulliken charge in e.
Positions of all 50 atoms, in Å:
Ru 0.360 0.184 0.165  0.559
O -2.656 -3.626 3.869  -0.535
C -1.910 -2.822 4.605  0.471
O -1.754 -2.974 5.790  -0.590
C -1.266 -1.664 3.910  0.430
C -0.622 -0.653 4.585  -0.455
N -0.183 0.220 3.666  -0.336
N -0.492 -0.167 2.422  -0.120
C -1.133 -1.314 2.550  0.091
C -1.599 -1.951 1.278  1.057
O -2.504 -2.786 1.338  -0.791
O -1.039 -1.529 0.206  -0.614
H -2.670 -3.349 2.917  0.420
H -0.478 -0.526 5.648  0.528
H 0.357 1.057 3.803  0.157
S 0.782 -0.958 -4.361  -0.363
C 0.962 -0.600 -2.825  0.391
N 1.102 -0.321 -1.671  -0.522
C -4.334 -0.018 0.356  -1.255
N -3.152 0.818 0.499  -0.062
C -2.387 1.210 -0.512  0.651
S -1.020 2.252 -0.188  -0.428
N -2.732 0.852 -1.735  -0.119
C -2.109 1.317 -2.977  -0.927
H -4.713 -0.248 1.347  0.352
H -4.094 -0.966 -0.131  0.433
H -5.111 0.507 -0.203  0.393
H -2.814 1.050 1.415  0.274
H -3.472 0.175 -1.825  0.237
H -1.076 1.584 -2.800  0.331
H -2.637 2.188 -3.365  0.293
H -2.140 0.516 -3.708  0.320
S 6.737 -0.477 -2.102  -0.318
C 5.667 -0.014 -0.941  0.146
S 4.177 -0.843 -0.622  -0.047
C 3.750 0.335 0.594  0.427
N 4.634 1.250 0.754  -0.813
N 5.709 1.061 -0.087  0.626
C 6.743 2.064 -0.031  0.362
C 8.081 1.709 -0.071  -0.427
C 9.047 2.703 0.004  -0.578
C 8.684 4.035 0.120  -0.448
C 7.340 4.378 0.180  -0.513
C 6.366 3.394 0.108  -0.284
S 2.328 0.230 1.600  -0.291
H 8.367 0.671 -0.147  0.387
H 10.093 2.423 -0.025  0.356
H 9.444 4.805 0.171  0.376
H 7.042 5.415 0.280  0.346
H 5.314 3.642 0.171  0.422



Entry 6:
This record from OMol25 describes C17H17AlBr2O5Te as an isolated structure in a non-equilibrium geometry. The level of theory is the ωB97M-V functional and the def2-TZVPD basis.

Calculated values
Kohn-Sham gap (spin up / spin down) ... 6.92 / 6.70 eV
Charge ... +2
E_HOMO (spin up / spin down) ... -0.5234 / -0.5076 Ha

Last column: Mulliken charge in e.
Positions of all 43 atoms, in Å:
Al 1.239 -1.109 -2.168  0.600
O 4.721 -2.975 -2.479  -0.383
C 3.490 -2.671 -2.419  0.679
O 3.046 -1.522 -2.207  -0.396
C 2.493 -3.779 -2.636  -0.376
O 1.208 -3.240 -2.405  -0.337
C 0.406 -3.819 -1.365  -0.530
C 0.245 -2.796 -0.231  0.534
O -0.167 -3.026 0.856  -0.451
O 0.609 -1.577 -0.645  0.104
H 5.378 -2.256 -2.358  0.429
H 2.730 -4.640 -1.998  0.406
H 2.564 -4.126 -3.681  0.352
H 0.816 -4.760 -0.990  0.384
H -0.591 -4.010 -1.783  0.301
Br 0.813 1.194 -1.827  0.056
C 1.146 1.045 -4.296  -0.846
Br 0.843 -0.848 -4.542  0.049
H 2.165 1.307 -4.560  0.356
H 0.418 1.623 -4.851  0.412
Te 0.592 0.912 0.989  0.474
C -0.042 2.904 1.415  0.756
C 0.640 3.610 2.399  -0.542
C 0.182 4.865 2.766  -0.565
C -0.935 5.407 2.150  -0.502
C -1.599 4.699 1.160  -0.680
C -1.163 3.439 0.792  -0.213
C -1.241 0.002 1.624  0.448
C -2.446 0.058 0.943  -0.260
C -3.574 -0.484 1.541  -0.662
C -3.492 -1.060 2.799  -0.497
C -2.278 -1.123 3.462  -0.663
C -1.141 -0.599 2.873  -0.301
H 1.503 3.179 2.888  0.356
H 0.690 5.414 3.543  0.400
H -1.296 6.380 2.446  0.413
H -2.471 5.122 0.686  0.405
H -1.688 2.885 0.026  0.240
H -2.517 0.512 -0.035  0.373
H -4.519 -0.453 1.020  0.417
H -4.379 -1.458 3.267  0.430
H -2.208 -1.579 4.438  0.426
H -0.191 -0.648 3.391  0.406



Entry 7:
This record from OMol25 describes C17H17AsN4O3S4W as an isolated structure in a non-equilibrium geometry. The level of theory is the ωB97M-V functional and the def2-TZVPD basis.

Calculated values
Kohn-Sham gap (spin up / spin down) ... 5.26 / 5.26 eV
Charge ... 0
E_HOMO (spin up / spin down) ... -0.2518 / -0.2518 Ha

Last column: Mulliken charge in e.
Positions of all 47 atoms, in Å:
W 0.371 -0.330 -0.406  0.995
O 0.634 3.466 0.250  -0.628
C 0.127 2.364 0.122  0.285
O 0.792 1.224 0.416  -0.260
C -1.247 2.083 -0.249  0.556
C -2.232 3.076 -0.160  -0.895
C -3.553 2.748 -0.246  -0.728
C -3.907 1.381 -0.440  0.979
C -5.239 0.960 -0.460  -0.736
C -5.572 -0.361 -0.679  -0.604
C -4.564 -1.283 -0.930  -0.825
C -3.239 -0.894 -0.921  -0.294
C -2.869 0.423 -0.624  0.208
N -1.530 0.747 -0.509  0.359
H -1.891 4.084 0.011  0.529
H -4.330 3.491 -0.152  0.450
H -6.006 1.703 -0.301  0.387
H -6.607 -0.672 -0.675  0.410
H -4.808 -2.316 -1.128  0.465
H -2.475 -1.620 -1.171  0.399
S -0.504 -2.733 -0.391  -0.428
As 1.659 -2.409 -0.782  0.411
S 0.209 -0.235 -2.702  -0.348
S 2.049 -1.349 1.180  -0.410
S 2.771 -4.237 -0.950  -0.454
C -2.025 -2.011 2.940  -1.121
C -0.996 -0.969 2.654  0.551
N -0.304 -0.439 3.658  -0.339
O -0.761 -0.605 1.481  -0.375
H -2.015 -2.316 3.980  0.463
H -1.825 -2.876 2.303  0.221
H -3.013 -1.637 2.672  0.235
H -0.439 -0.724 4.614  0.207
H 0.450 0.203 3.444  0.229
N 6.882 -0.141 -1.256  -0.492
C 5.552 0.060 -1.231  1.174
C 4.725 -0.353 -2.287  -0.667
C 3.371 -0.146 -2.210  -0.518
N 2.746 0.427 -1.162  0.125
C 3.556 0.906 -0.201  -0.354
C 4.919 0.754 -0.188  -0.752
H 7.266 -0.764 -1.944  0.204
H 7.429 0.053 -0.436  0.199
H 5.141 -0.850 -3.147  0.311
H 2.737 -0.464 -3.033  0.310
H 3.070 1.439 0.610  0.269
H 5.493 1.142 0.637  0.298



Entry 8:
This record from OMol25 describes C17H17BrCl2N5O7Ru as an isolated structure in a non-equilibrium geometry. The level of theory is the ωB97M-V functional and the def2-TZVPD basis.

Calculated values
Relative energy (zero: lowest compared OMol25 entry of this formula, charge and spin) ... 0.0 kcal/mol
Kohn-Sham gap (spin up / spin down) ... 6.43 / 4.61 eV
Charge ... +3
E_HOMO (spin up / spin down) ... -0.6634 / -0.6629 Ha
Multiplicity ... 5

Last column: Mulliken charge in e.
Positions of all 50 atoms, in Å:
Ru 0.344 0.651 0.228  0.522
Cl -0.970 -1.380 0.780  0.068
C 0.537 -2.353 0.867  -0.226
Cl 1.861 -1.225 0.380  0.068
H 0.484 -3.158 0.136  0.434
H 0.700 -2.673 1.893  0.421
C 2.698 3.850 -3.237  -1.540
C 2.852 2.318 -3.302  1.909
C 4.312 1.893 -3.070  -1.533
C 2.313 1.762 -4.634  -1.538
C 2.038 1.762 -2.225  -0.443
N 1.376 1.342 -1.380  -0.089
H 3.356 4.276 -3.994  0.454
H 2.994 4.247 -2.266  0.398
H 1.679 4.159 -3.465  0.381
H 4.903 2.290 -3.895  0.418
H 4.422 0.810 -3.069  0.417
H 4.709 2.304 -2.143  0.385
H 2.855 2.262 -5.435  0.416
H 1.251 1.966 -4.760  0.403
H 2.486 0.690 -4.718  0.417
O 3.598 4.277 6.447  -0.531
N 3.235 3.148 6.636  1.036
O 3.326 2.480 7.626  -0.524
C 2.577 2.496 5.477  -0.395
C 2.616 3.162 4.236  -0.222
C 1.989 2.590 3.172  -0.196
C 1.257 1.336 3.284  0.858
O 0.523 0.854 2.393  -0.265
C 1.373 0.674 4.576  -0.279
C 1.975 1.246 5.656  -0.297
N 0.838 -0.693 4.708  0.906
O 0.535 -1.048 5.803  -0.468
O 0.795 -1.344 3.681  -0.548
N 2.047 3.301 1.886  0.909
O 2.775 4.237 1.800  -0.485
O 1.327 2.900 0.963  -0.371
H 3.127 4.116 4.156  0.713
H 2.015 0.749 6.621  0.671
Br -5.032 2.048 1.361  -0.059
C -3.455 2.487 0.472  -0.650
C -3.342 3.650 -0.292  0.042
C -2.142 3.920 -0.933  -0.956
C -1.084 3.046 -0.805  0.050
N -1.197 1.918 -0.071  0.355
C -2.360 1.645 0.560  0.140
H -4.180 4.330 -0.376  0.530
H -2.025 4.809 -1.535  0.466
H -0.135 3.231 -1.281  0.389
H -2.420 0.744 1.156  0.438